Below is a 5-piece molecular cluster, C40H78BrFN4O21P5 overall, with properties calculated with ωB97M-V/def2-TZVPD.

Last column: Löwdin charge in e.
Positions of all 150 atoms, in Å:
C1 0.10577 -2.99587 2.99830  -0.0550
C2 -1.00704 -2.07647 2.51214  -0.2527
O1 -1.71160 -2.68491 1.40290  -0.1966
P1 -1.87357 -1.81804 0.08667  0.4722
O2 -2.50817 -0.49697 0.28238  -0.2483
C3 -0.21383 -1.64141 -0.58989  -0.1881
C4 -0.18280 -1.44582 -2.10634  -0.1997
C5 -0.57231 -0.04568 -2.58786  -0.1092
C6 0.21730 1.11653 -1.97300  -0.2565
C7 -0.67773 2.36209 -1.99751  -0.1908
C8 -1.69187 2.32388 -0.86419  -0.1101
C9 -2.75814 3.41775 -0.92276  -0.1664
O3 -3.97558 2.83291 -0.46750  -0.0242
C10 -5.11170 3.53267 -0.82904  -0.4632
O4 -5.51776 3.47801 -1.95704  0.1456
C11 -5.79153 4.29813 0.27142  -0.1357
C12 -4.90511 4.72854 1.43496  -0.0871
N1 0.14846 3.64919 -1.96417  -0.0300
C13 0.07945 4.43263 -3.28739  -0.1713
N2 -1.14340 5.11609 -3.51510  0.0750
C14 1.56566 3.47398 -1.49536  -0.4952
Br1 1.47247 3.17385 0.42428  0.9527
C15 2.35084 2.42081 -2.31584  -0.2982
C16 3.49798 1.78564 -1.50435  -0.1800
C17 3.24553 0.70957 -0.65355  -0.0778
C18 4.25007 0.14906 0.10659  -0.0506
C19 5.54389 0.63328 0.02230  -0.0594
C20 5.81462 1.67728 -0.84013  -0.0541
C21 4.80198 2.25057 -1.59100  -0.0167
C22 2.90028 3.15399 -3.56112  -0.1717
C23 2.72016 2.64224 -4.84007  -0.0001
C24 3.21571 3.35734 -5.93073  -0.1109
N3 3.86919 4.50897 -5.83596  0.0795
C25 4.04221 5.00234 -4.61053  -0.1149
C26 3.57554 4.37456 -3.46259  -0.0601
N4 1.36565 1.43407 -2.81074  -0.0107
F1 2.07042 0.25723 -3.10697  0.0101
O5 -2.63891 -2.81926 -0.86241  -0.2202
C27 -3.88450 -2.35908 -1.48146  -0.2271
C28 -5.03088 -2.31630 -0.49138  -0.0589
H1 0.34928 -3.70892 2.21318  0.0764
H2 -0.20922 -3.56664 3.86831  0.0761
H3 0.99081 -2.41830 3.25398  0.0761
H4 -0.61125 -1.09794 2.23598  0.0980
H5 -1.75125 -1.89443 3.28413  0.1222
H6 0.29650 -0.85693 -0.03332  0.0783
H7 0.32068 -2.56690 -0.35738  0.1057
H8 0.78737 -1.73312 -2.50750  0.1107
H9 -0.90144 -2.13636 -2.54280  0.0855
H10 -0.42362 0.02182 -3.66799  0.1346
H11 -1.63773 0.11104 -2.41901  0.1116
H12 0.45651 0.90153 -0.93244  0.0968
H13 -1.20314 2.35832 -2.95365  0.1590
H14 -2.21572 1.36874 -0.86651  0.0990
H15 -1.18447 2.37043 0.09779  0.0885
H16 -2.92060 3.78166 -1.94005  0.1108
H17 -2.50477 4.24683 -0.25241  0.1217
H18 -6.26297 5.15870 -0.19828  0.1245
H19 -6.59496 3.66088 0.64725  0.1335
H20 -4.04719 5.31188 1.10325  0.0660
H21 -4.55679 3.86539 1.99837  0.0795
H22 -5.48302 5.34763 2.11789  0.0793
H23 -0.29749 4.24092 -1.26221  0.1368
H24 0.90781 5.13779 -3.28001  0.1314
H25 0.25174 3.71740 -4.08600  0.1378
H26 -1.50862 5.62027 -2.71759  0.0924
H27 -1.87241 4.52298 -3.88759  0.0896
H28 2.03710 4.44303 -1.57292  0.0867
H29 2.26160 0.28057 -0.56762  0.0827
H30 4.02144 -0.67035 0.77305  0.1140
H31 6.32069 0.18416 0.62341  0.1122
H32 6.82589 2.04710 -0.93277  0.1123
H33 5.07512 3.05455 -2.25240  0.1003
H34 2.19719 1.71239 -5.00629  0.1122
H35 3.06465 2.96499 -6.92872  0.1136
H36 4.57065 5.94436 -4.53789  0.1143
H37 3.75539 4.84948 -2.50636  0.1183
H38 -4.08980 -3.09201 -2.25970  0.1048
H39 -3.71245 -1.39522 -1.95673  0.1066
H40 -4.82648 -2.98665 0.34006  0.0881
H41 -5.97411 -2.54443 -0.97944  0.0750
H42 -5.10114 -1.31078 -0.07571  0.0691
C29 -6.71870 -7.61535 -3.43304  -0.0843
O6 -6.53556 -6.71753 -4.53952  -0.2211
P2 -6.89498 -5.18548 -4.30555  0.3183
O7 -6.32242 -4.59945 -3.09517  -0.2194
O8 -8.46695 -5.09837 -4.35726  -0.2017
C30 -9.19615 -5.73229 -5.42131  -0.0763
O9 -6.44849 -4.55056 -5.68012  -0.2117
C31 -5.05599 -4.23721 -5.86023  -0.0705
H43 -6.89046 -8.60469 -3.84854  0.0891
H44 -5.82333 -7.62327 -2.81441  0.0888
H45 -7.57563 -7.32476 -2.82433  0.0898
H46 -9.50629 -6.72713 -5.10506  0.0898
H47 -8.59715 -5.80504 -6.32716  0.0865
H48 -10.07351 -5.12241 -5.61605  0.0913
H49 -4.86790 -4.22529 -6.92959  0.0927
H50 -4.41637 -4.98440 -5.39113  0.0824
H51 -4.84723 -3.25687 -5.43558  0.0870
C32 2.30584 2.57229 7.57331  -0.0734
O10 1.41949 3.09335 6.55236  -0.2200
P3 1.80695 2.84720 5.04034  0.3116
O11 2.11402 1.46970 4.66190  -0.2242
O12 2.96746 3.86437 4.71058  -0.2071
C33 2.86489 5.23689 5.11789  -0.0792
O13 0.56034 3.49113 4.28990  -0.2380
C34 -0.61782 2.68328 4.15410  -0.0877
H52 2.17189 3.19134 8.45554  0.0906
H53 2.03042 1.54443 7.79757  0.0938
H54 3.34727 2.60931 7.26585  0.0556
H55 3.35664 5.36491 6.08096  0.0918
H56 1.82655 5.55615 5.19205  0.0852
H57 3.37570 5.83478 4.36777  0.0886
H58 -1.45857 3.36064 4.02727  0.0866
H59 -0.78166 2.06926 5.03871  0.0910
H60 -0.52526 2.03755 3.28074  0.0746
C35 1.72923 -6.00747 -5.12577  -0.0872
O14 0.60564 -6.69651 -4.55727  -0.2200
P4 -0.84478 -6.25450 -5.04465  0.3126
O15 -1.00798 -6.14438 -6.49005  -0.2134
O16 -1.15736 -4.90784 -4.27891  -0.2044
C36 -0.93760 -4.79536 -2.86629  -0.0760
O17 -1.75888 -7.29993 -4.29583  -0.2190
C37 -1.93983 -8.59497 -4.89846  -0.0727
H61 2.54084 -6.06767 -4.40515  0.0880
H62 2.02469 -6.48828 -6.05593  0.0922
H63 1.49420 -4.96022 -5.32179  0.0869
H64 0.05309 -4.37177 -2.68580  0.0872
H65 -0.99950 -5.75994 -2.36551  0.0968
H66 -1.67681 -4.11277 -2.46560  0.0597
H67 -2.20892 -9.28056 -4.10026  0.0892
H68 -1.02399 -8.93763 -5.37789  0.0895
H69 -2.73995 -8.54461 -5.63350  0.0912
C38 6.54990 -0.34013 9.66571  -0.0825
O18 6.82789 0.99160 10.12958  -0.2179
P5 6.53014 2.19276 9.13190  0.3254
O19 5.20947 2.15665 8.50493  -0.2116
O20 7.71341 2.19449 8.09153  -0.2015
C39 9.07557 2.10963 8.54296  -0.0763
O21 6.84796 3.44267 10.04089  -0.2116
C40 5.82974 3.90394 10.94537  -0.0754
H70 7.20421 -1.01254 10.21362  0.0898
H71 5.51025 -0.58982 9.86694  0.0904
H72 6.74434 -0.43549 8.59687  0.0894
H73 9.39505 1.06858 8.53614  0.0898
H74 9.19073 2.52219 9.54347  0.0867
H75 9.68070 2.68091 7.84498  0.0909
H76 6.33320 4.44574 11.74045  0.0903
H77 5.27372 3.06976 11.37154  0.0888
H78 5.14798 4.56772 10.41775  0.0888

For the gap between HOMO and LUMO, the calculation gives 9.401 eV. Its charge is +1. The value obtained for the calculated total energy is -7750.857495 Ha. The value obtained for the HOMO energy is -11.8 eV. The lowest unoccupied orbital energy is -2.38 eV. The molecular weight is 1204.8 g/mol.

---

Below is a 8-piece molecular cluster, C21H29BrN7O6P overall at a distorted geometry, with properties calculated with ωB97M-V/def2-TZVPD.

Last column: natural (NBO) charge in e.
Positions of all 65 atoms, in Å:
O1 -2.28598 -0.11383 3.41620  -0.4868
C1 -1.69183 0.16675 2.43959  0.7971
O2 -2.16614 1.03275 1.38973  -0.5100
C2 -1.18303 1.02677 0.44698  0.8300
O3 -1.29168 1.63607 -0.57501  -0.5640
C3 0.00964 0.20702 0.91536  -0.5801
P1 1.50738 -0.04657 -0.03418  2.3499
O4 2.68838 0.68109 0.43294  -1.0731
O5 1.19865 0.46700 -1.52754  -0.9713
O6 1.70448 -1.64088 -0.15317  -0.9646
C4 -0.27634 -0.27060 2.13280  0.0548
C5 0.48281 -1.07213 3.14993  -0.4731
C6 1.98309 -0.68243 3.31584  -0.4430
C7 2.97277 -1.73405 2.76702  -0.4387
Br1 4.27542 -2.31835 4.09088  -0.0106
H1 0.23423 0.53233 -1.64497  0.5099
H2 1.00212 -2.04246 0.38243  0.5096
H3 0.33866 -2.15264 3.01478  0.2449
H4 0.00968 -0.84104 4.11197  0.2600
H5 2.11162 0.29320 2.83929  0.2407
H6 2.23203 -0.54262 4.37070  0.2375
H7 2.41524 -2.62466 2.46982  0.2219
H8 3.49715 -1.39032 1.87654  0.2355
C8 1.17540 -4.93672 -1.83426  -0.7247
C9 1.56281 -4.67091 -0.45128  0.3086
N1 1.87286 -4.45690 0.63231  -0.3582
H9 1.09100 -3.99752 -2.37909  0.2573
H10 1.92668 -5.56098 -2.31401  0.2646
H11 0.21681 -5.45204 -1.85794  0.2552
C10 -4.29224 3.67558 0.88431  -0.7274
C11 -5.73636 3.89304 0.91632  0.3137
N2 -6.87070 4.06085 0.94008  -0.3697
H12 -4.05908 2.67641 1.24549  0.2704
H13 -3.92465 3.77844 -0.13497  0.2584
H14 -3.79409 4.40755 1.51736  0.2543
C12 -2.95936 -3.05448 -0.68249  -0.7468
C13 -2.58979 -1.86238 0.06433  0.4299
N3 -2.28345 -0.90759 0.63430  -0.4918
H15 -3.31635 -2.76514 -1.67624  0.3122
H16 -2.09197 -3.70373 -0.79325  0.2465
H17 -3.74292 -3.59379 -0.15048  0.2620
C14 5.41801 -0.82175 -1.05417  -0.7309
C15 6.81793 -1.19701 -0.86911  0.3035
N4 7.91787 -1.49040 -0.72540  -0.3581
H18 4.79082 -1.71199 -1.03571  0.2532
H19 5.10174 -0.14978 -0.25718  0.2779
H20 5.29396 -0.31846 -2.01141  0.2561
C16 8.76161 1.70905 -0.02018  -0.7266
C17 8.60215 2.84407 -0.92724  0.2910
N5 8.47664 3.73337 -1.64100  -0.3442
H21 9.63037 1.86378 0.61699  0.2526
H22 7.87614 1.60795 0.60480  0.2498
H23 8.89796 0.79396 -0.59134  0.2740
C18 -9.94086 5.37285 0.35240  -0.7231
C19 -11.17710 5.10362 -0.38016  0.2923
N6 -12.14670 4.89249 -0.95591  -0.3484
H24 -9.11616 4.82051 -0.09063  0.2744
H25 -9.71555 6.43720 0.31723  0.2482
H26 -10.05118 5.06692 1.39044  0.2548
C20 -0.92116 -0.48404 -4.73401  -0.7270
C21 -1.83831 -1.34957 -3.99568  0.3395
N7 -2.56223 -2.02659 -3.41769  -0.3907
H27 -0.09236 -0.18665 -4.09341  0.2610
H28 -0.52869 -1.01602 -5.59845  0.2622
H29 -1.44784 0.40641 -5.07159  0.2670

For the gap between HOMO and LUMO, the calculation gives 8.598 eV. Its SMILES is O=C1OC(=O)C(P(=O)(O)O)=C1CCCBr.CC#N.CC#N.CC#N.CC#N.CC#N.CC#N.CC#N. The value obtained for the calculated total energy is -4567.697664 Ha. The value obtained for the HOMO energy is -10.2 eV. The lowest unoccupied orbital energy is -1.64 eV. The molecular weight is 586.4 g/mol.

---

Below is C33H37CrN5S3Se as an isolated structure, with properties calculated with ωB97M-V/def2-TZVPD.

Last column: Löwdin charge in e.
Positions of all 80 atoms, in Å:
Cr1 0.55670 -1.10330 0.77325  0.0146
C1 -0.08919 3.54278 -0.91052  -0.0033
C2 -1.54559 3.87104 -1.08709  -0.2017
C3 -1.97895 5.19257 -1.01953  -0.0537
C4 -3.30877 5.53897 -1.20602  -0.0954
C5 -4.24744 4.55336 -1.46896  -0.0964
C6 -3.84560 3.22798 -1.51856  -0.0232
C7 -2.51210 2.88243 -1.32671  -0.2112
N1 -2.15161 1.51054 -1.40024  0.1377
C8 -1.40937 0.87355 -0.42706  -0.3924
N2 -1.65431 1.32344 0.82429  0.1546
C9 -0.75023 1.39579 1.91649  -0.2297
C10 0.32028 0.51240 2.03182  -0.2663
C11 1.18489 0.74295 3.10806  -0.1647
C12 0.96682 1.75289 4.03265  -0.0952
C13 -0.14132 2.57649 3.90767  -0.0757
C14 -1.01413 2.41695 2.84215  -0.2269
C15 -2.21352 3.32172 2.70561  -0.0478
N3 -0.58985 -0.09223 -0.70153  0.0379
C16 -0.42090 -0.40010 -2.08714  -0.3061
C17 0.69152 0.08151 -2.76495  -0.0384
C18 0.88585 -0.23540 -4.10103  -0.0727
C19 -0.04137 -1.02602 -4.76143  -0.0918
C20 -1.15535 -1.49932 -4.08164  -0.0561
C21 -1.36660 -1.20431 -2.73881  -0.2780
C22 -2.53970 -1.76663 -1.98615  -0.0481
H1 0.52709 4.38789 -1.21596  0.0848
H2 0.20957 2.67335 -1.49577  0.0737
H3 0.14994 3.31522 0.13168  0.0909
H4 -1.24403 5.96704 -0.83158  0.1112
H5 -3.60843 6.57805 -1.15290  0.0973
H6 -5.28804 4.80988 -1.62028  0.0969
H7 -4.56333 2.43609 -1.69446  0.1127
H8 -2.14812 1.07521 -2.30923  0.1396
H9 -2.42400 1.96930 0.87139  0.1124
H10 2.04367 0.09694 3.22905  0.0466
H11 1.65655 1.88997 4.85762  0.0929
H12 -0.33349 3.35842 4.63499  0.0966
H13 -2.24631 4.02696 3.53557  0.0727
H14 -3.15465 2.76100 2.72041  0.0843
H15 -2.19478 3.90779 1.78075  0.0676
H16 1.41305 0.67114 -2.21433  0.0726
H17 1.77303 0.11968 -4.61034  0.1045
H18 0.10696 -1.28879 -5.80179  0.0946
H19 -1.87060 -2.13295 -4.59443  0.1049
H20 -3.15595 -2.38200 -2.64205  0.0772
H21 -3.17054 -0.98487 -1.55582  0.0744
H22 -2.18546 -2.38083 -1.15577  0.0298
C23 0.83985 -3.42615 4.82174  -0.1471
C24 0.38713 -2.85739 3.49502  -0.7514
S1 1.69496 -2.42189 2.39305  0.5945
C25 -0.90931 -2.66789 3.20619  -0.7533
C26 -2.01799 -3.01008 4.17017  -0.1416
S2 -1.44918 -2.02967 1.64802  0.6300
H23 1.86887 -3.77747 4.74693  0.0455
H24 0.21547 -4.26083 5.15061  0.0635
H25 0.81519 -2.66359 5.60697  0.0769
H26 -1.67788 -2.98737 5.20661  0.0599
H27 -2.43211 -4.00610 3.97386  0.0717
H28 -2.83640 -2.29700 4.06684  0.0547
Se1 2.75326 0.17822 0.22497  0.7198
C27 3.78243 -0.28003 -1.32269  -0.6502
C28 3.65586 -1.47632 -2.02920  -0.1523
C29 4.42911 -1.73103 -3.15323  -0.1087
C30 5.35904 -0.80258 -3.60064  -0.1305
C31 5.50059 0.39078 -2.90275  -0.1206
C32 4.72244 0.64841 -1.78403  -0.1599
H29 2.91311 -2.19407 -1.71508  0.0126
H30 4.29119 -2.66387 -3.68932  0.0955
H31 5.96108 -1.00278 -4.47879  0.0845
H32 6.21979 1.13167 -3.23435  0.0894
H33 4.83393 1.58609 -1.25202  0.0828
N4 2.24921 -4.88985 0.08112  0.0871
C33 0.99840 -4.37509 0.00033  -0.9553
N5 0.08634 -4.82745 0.86475  0.0888
S3 0.60603 -3.24057 -1.18844  0.7205
H34 2.56685 -5.12091 1.01225  0.0889
H35 2.92622 -4.37583 -0.45992  0.0814
H36 0.43155 -5.22031 1.72885  0.1019
H37 -0.70734 -4.19364 0.99081  0.0128

The relative energy (zero: lowest compared OMol25 entry of this formula, charge and spin) comes out at 0.0 kJ/mol. For the gap between HOMO and LUMO (spin up / spin down), the calculation gives 6.098 / 6.181 eV. Its charge is -1. The spin multiplicity is 4. The value obtained for the calculated total energy is -6194.158577 Ha. The value obtained for the HOMO energy (spin up / spin down) is -3.6 / -3.7 eV. The lowest unoccupied orbital energy (spin up / spin down) is 2.49 / 2.49 eV. The molecular weight is 730.9 g/mol.